Entry 1:
DFT (the ωB97M-V functional and the def2-TZVPD basis) results for a molecular structure, C26H31CeN3P2 in a non-equilibrium geometry.

The orbital gap (alpha / beta) is 5.1 / 5.1 eV. Its highest occupied orbital energy (alpha / beta) is -12.42 / -12.42 eV. The value obtained for the energy above the lowest of the compared OMol25 structures with the same formula, charge and spin is 17.0 kcal/mol. The calculation puts the lowest unoccupied orbital energy (alpha / beta) at -7.3215 / -7.3198 eV.

```
! RIJCOSX wB97M-V def2-TZVPD def2/J DEFGRID3
* xyz 2 1
C -1.527 2.572 -3.342
C -1.160 1.273 -2.966
C 0.176 0.865 -3.331
C 1.204 1.886 -3.487
C 0.823 3.258 -3.418
C -0.533 3.570 -3.462
C 2.532 1.414 -3.366
C 2.839 0.033 -3.191
C 1.718 -0.870 -3.119
C 1.883 -2.172 -2.522
C 3.165 -2.717 -2.561
C 4.279 -1.859 -2.641
C 4.113 -0.481 -2.797
H -2.594 2.833 -3.405
H 1.588 4.044 -3.309
H -0.850 4.588 -3.686
H 3.231 2.068 -2.827
H 3.278 -3.800 -2.442
H 5.270 -2.319 -2.591
H 4.981 0.186 -2.679
N 0.508 -0.433 -3.573
Ce 1.334 0.463 1.198
C -2.068 0.375 -2.146
H -2.004 -0.658 -2.512
H -3.104 0.738 -2.239
C 0.718 -2.894 -1.854
H -0.213 -2.802 -2.436
H 0.957 -3.966 -1.747
P -1.563 0.429 -0.312
P 0.423 -2.204 -0.126
C 1.787 -3.064 0.773
H 1.674 -2.965 1.868
H 1.755 -4.134 0.514
H 2.760 -2.644 0.473
C -0.997 -3.279 0.321
H -0.678 -4.322 0.453
H -1.440 -2.933 1.263
H -1.764 -3.234 -0.464
C -2.163 2.121 0.088
H -3.242 2.177 -0.101
H -1.966 2.339 1.146
H -1.636 2.846 -0.543
C -2.965 -0.533 0.397
H -2.762 -0.684 1.465
H -3.916 0.013 0.305
H -3.063 -1.513 -0.088
H 1.783 1.914 1.552
H 2.662 -0.259 0.257
N -1.047 -1.031 4.757
C -0.394 -1.319 3.619
N 0.024 -0.186 3.026
C -0.389 0.899 3.830
C -0.359 2.248 3.519
C -1.106 3.112 4.324
C -1.821 2.591 5.418
C -1.803 1.218 5.739
C -1.082 0.372 4.918
H -1.422 -1.734 5.409
H -0.216 -2.313 3.215
H 0.233 2.626 2.672
H -1.125 4.187 4.131
H -2.401 3.282 6.033
H -2.325 0.779 6.597
*
```

Entry 2:
DFT (the ωB97M-V functional and the def2-TZVPD basis) results for 11 unconnected molecules or ions with the total composition C26H31Cl40O4 in a non-equilibrium geometry.

The orbital gap is 3.2 eV. Its highest occupied orbital energy is -1.95 eV. The calculation puts the lowest unoccupied orbital energy at 1.2688 eV.

```
! RIJCOSX wB97M-V def2-TZVPD def2/J DEFGRID3
* xyz -1 1
C -1.807 -4.301 3.086
C -2.660 -3.049 3.158
O -1.895 -1.901 3.483
C -2.306 -0.843 2.579
C -1.723 0.501 2.952
C -0.213 0.423 2.576
C 0.285 1.377 1.490
C 0.036 0.858 0.055
C -0.243 2.079 -0.848
C -0.505 1.700 -2.306
C -1.894 1.054 -2.382
O -2.341 0.984 -3.728
C -2.862 -0.278 -4.083
C -2.530 1.507 2.122
C -2.438 2.974 2.601
C -3.745 3.643 3.012
O -4.878 3.367 2.139
C -6.011 3.266 2.854
C -6.862 2.032 2.714
O -6.340 4.091 3.591
H -1.314 -4.455 4.041
H -1.103 -4.280 2.261
H -2.450 -5.174 2.936
H -3.097 -2.853 2.175
H -3.479 -3.194 3.874
H -3.393 -0.758 2.668
H -1.983 -1.133 1.550
H 0.368 0.650 3.481
H 0.050 -0.615 2.334
H 1.379 1.424 1.584
H -0.061 2.401 1.588
H 0.901 0.316 -0.322
H -0.868 0.256 0.046
H 0.635 2.727 -0.760
H -1.064 2.653 -0.421
H -0.415 2.538 -2.996
H 0.252 0.966 -2.585
H -2.554 1.654 -1.753
H -1.781 0.066 -1.944
H -3.696 -0.122 -4.766
H -2.110 -0.911 -4.568
H -3.272 -0.815 -3.229
H -3.575 1.216 2.231
H -2.338 1.498 1.029
H -1.814 2.962 3.495
H -1.897 3.553 1.849
H -3.944 3.431 4.058
H -3.571 4.719 2.959
H -6.709 1.476 1.791
H -6.698 1.403 3.581
H -7.912 2.306 2.732
C 3.899 3.882 2.238
Cl 3.797 3.156 3.844
Cl 4.443 2.662 1.077
Cl 2.315 4.489 1.762
Cl 5.061 5.220 2.265
C 3.357 1.484 -3.894
Cl 4.470 0.154 -3.555
Cl 1.907 0.873 -4.689
Cl 2.875 2.230 -2.372
Cl 4.153 2.681 -4.929
C 1.611 -2.938 5.656
Cl 1.812 -3.937 4.209
Cl 1.991 -1.262 5.265
Cl -0.057 -3.046 6.216
Cl 2.707 -3.509 6.932
C -0.006 -2.893 -4.512
Cl 1.406 -3.656 -5.258
Cl -1.056 -4.136 -3.823
Cl 0.521 -1.792 -3.241
Cl -0.901 -1.982 -5.739
C -0.922 3.191 -7.110
Cl -0.878 1.540 -6.495
Cl 0.721 3.705 -7.514
Cl -1.937 3.260 -8.560
Cl -1.587 4.261 -5.874
C -5.925 -1.575 0.164
Cl -5.194 -0.045 0.640
Cl -5.354 -2.826 1.271
Cl -7.693 -1.464 0.255
Cl -5.447 -1.971 -1.496
C 7.480 -0.665 -0.870
Cl 7.492 -1.286 0.789
Cl 6.957 -1.937 -1.985
Cl 6.362 0.693 -0.979
Cl 9.107 -0.131 -1.309
C 8.679 -5.659 0.954
Cl 10.426 -5.876 0.771
Cl 8.178 -4.177 0.135
Cl 7.838 -7.045 0.245
Cl 8.277 -5.545 2.672
C 2.111 -7.706 5.903
Cl 2.217 -8.531 7.467
Cl 1.636 -8.870 4.658
Cl 0.915 -6.417 5.993
Cl 3.690 -7.023 5.495
C 3.397 6.206 -9.331
Cl 1.675 6.599 -9.385
Cl 3.759 5.324 -7.841
Cl 3.816 5.202 -10.724
Cl 4.344 7.699 -9.373
*
```

Entry 3:
DFT (the ωB97M-V functional and the def2-TZVPD basis) results for a molecular structure, C26H31ClN2O8Ta in a non-equilibrium geometry.

The orbital gap is 6.7 eV. Its highest occupied orbital energy is -11.03 eV. The value obtained for the energy above the lowest of the compared OMol25 structures with the same formula, charge and spin is 25.0 kcal/mol. The calculation puts the lowest unoccupied orbital energy at -4.3072 eV.

```
! RIJCOSX wB97M-V def2-TZVPD def2/J DEFGRID3
* xyz 1 1
Ta -0.057 -0.470 -0.425
O 2.428 -2.055 2.959
C 1.937 -1.694 1.803
O 0.880 -1.095 1.662
C 2.727 -2.021 0.596
C 3.901 -2.736 0.511
C 4.422 -2.973 -0.761
C 3.762 -2.487 -1.879
C 2.600 -1.764 -1.676
N 2.109 -1.543 -0.470
C 1.747 -1.126 -2.717
O 1.880 -1.297 -3.889
O 0.847 -0.310 -2.149
H 1.819 -1.789 3.671
H 4.383 -3.105 1.406
H 5.336 -3.540 -0.873
H 4.122 -2.653 -2.885
C -1.648 -0.025 -3.144
C -2.226 -0.611 -2.030
C -2.100 0.308 -0.897
C -1.469 1.488 -1.438
C -1.190 1.260 -2.787
C -0.466 2.173 -3.713
C -1.444 2.824 -0.761
C -3.213 0.379 0.134
C -3.021 -1.876 -2.012
C -1.483 -0.635 -4.497
H -1.074 2.390 -4.594
H 0.450 1.693 -4.072
H -0.202 3.115 -3.236
H -2.250 3.444 -1.163
H -0.503 3.352 -0.919
H -1.597 2.741 0.308
H -4.127 0.742 -0.343
H -2.976 1.060 0.944
H -3.421 -0.599 0.568
H -4.020 -1.665 -2.403
H -3.155 -2.268 -1.010
H -2.579 -2.651 -2.637
H -0.521 -0.362 -4.932
H -2.265 -0.293 -5.180
H -1.537 -1.722 -4.453
C -1.879 0.946 4.693
N -0.627 1.166 3.989
C 0.390 0.227 4.420
C -0.811 1.193 2.555
C 0.383 1.750 1.803
C 1.091 2.808 2.355
C 2.134 3.411 1.665
C 2.466 2.962 0.393
C 1.757 1.913 -0.166
C 0.716 1.266 0.527
H -1.710 1.005 5.768
H -2.322 -0.037 4.467
H -2.596 1.719 4.419
H 0.574 0.350 5.487
H 1.323 0.425 3.891
H 0.076 -0.822 4.251
H -1.666 1.844 2.360
H -1.089 0.193 2.164
H 0.805 3.159 3.339
H 2.673 4.235 2.113
H 3.270 3.425 -0.164
H 2.026 1.592 -1.166
O -0.209 -2.932 -1.246
Cl -0.761 -3.337 0.044
O 0.232 -3.948 0.853
O -1.936 -4.101 -0.069
O -1.116 -2.017 0.637
*
```

Entry 4:
DFT (the ωB97M-V functional and the def2-TZVPD basis) results for 9 unconnected molecules or ions with the total composition C26H31F2N7 in a non-equilibrium geometry.

The orbital gap (alpha / beta) is 2.2 / 6.9 eV. Its highest occupied orbital energy (alpha / beta) is 0.23 / -4.59 eV. The calculation puts the lowest unoccupied orbital energy (alpha / beta) at 2.4087 / 2.3399 eV.

```
! RIJCOSX wB97M-V def2-TZVPD def2/J DEFGRID3
* xyz -1 2
F 13.327 -15.249 -16.475
C 14.658 -15.156 -16.086
C 15.377 -16.315 -16.160
C 16.740 -16.331 -15.843
C 17.278 -15.145 -15.325
C 16.562 -13.928 -15.229
C 15.208 -13.931 -15.630
H 14.894 -17.135 -16.671
H 17.346 -17.226 -15.845
H 18.315 -15.124 -15.024
H 16.966 -12.957 -14.983
H 14.720 -12.971 -15.558
F 16.054 -16.494 -19.685
C 17.380 -16.192 -19.883
C 18.019 -16.808 -20.919
C 19.326 -16.650 -21.173
C 20.093 -15.900 -20.269
C 19.417 -15.291 -19.222
C 18.072 -15.268 -19.098
H 17.377 -17.381 -21.571
H 19.888 -17.105 -21.976
H 21.159 -15.727 -20.270
H 20.059 -14.722 -18.567
H 17.525 -14.797 -18.295
C 20.441 -13.820 -14.666
C 20.869 -14.814 -15.697
N 21.283 -15.580 -16.459
H 19.907 -14.383 -13.901
H 19.735 -13.126 -15.121
H 21.336 -13.272 -14.371
C 13.879 -9.279 -12.722
C 14.571 -10.505 -13.062
N 15.141 -11.430 -13.394
H 12.994 -9.309 -12.086
H 13.706 -8.755 -13.662
H 14.582 -8.704 -12.120
C 18.560 -17.172 -10.579
C 18.969 -16.885 -11.953
N 19.297 -16.708 -13.102
H 19.435 -17.492 -10.013
H 17.799 -17.946 -10.478
H 18.163 -16.289 -10.077
C 12.249 -15.820 -19.688
C 12.052 -16.389 -21.075
N 11.898 -16.907 -22.159
H 11.385 -16.061 -19.069
H 12.369 -14.737 -19.708
H 13.160 -16.238 -19.261
C 10.628 -12.762 -16.074
C 11.226 -11.578 -15.363
N 11.730 -10.710 -14.798
H 11.291 -13.623 -15.997
H 10.365 -12.527 -17.106
H 9.750 -13.058 -15.501
C 18.066 -12.244 -12.307
C 18.246 -12.859 -10.954
N 18.407 -13.324 -9.926
H 17.494 -12.895 -12.967
H 19.079 -12.125 -12.692
H 17.688 -11.229 -12.179
C 19.751 -18.740 -17.823
C 20.029 -19.979 -17.059
N 20.216 -20.871 -16.388
H 20.301 -18.815 -18.761
H 20.022 -17.834 -17.282
H 18.689 -18.686 -18.063
*
```